ORCA calculation (ωB97M-V with the def2-TZVPD basis set) on a 2-piece molecular cluster, C4H11N2O overall at a distorted geometry.

Structure (XYZ):
```
18
Properties=species:S:1:pos:R:3
O 2.27784 -0.28403 -0.28516
N -0.84572 -0.67888 -1.39869
N 1.27951 0.52190 -0.09429
C -1.26227 -0.31226 -0.22660
C -1.62317 1.13787 -0.02503
C 3.51394 -0.13657 -0.13608
C -1.10595 -1.01094 1.06038
H 3.79998 0.80816 0.34018
H -0.24981 -1.47737 -1.31939
H -1.97512 1.80100 -0.91913
H -1.47120 -0.32706 1.94727
H 4.06775 -0.89480 -0.48112
H -0.68792 1.58569 0.21018
H -0.92097 -0.11756 -2.22969
H 1.62023 1.43316 0.33455
H -1.73986 -2.04119 1.06097
H -2.40660 1.21783 0.72034
H -0.00099 -1.36874 1.18595
```

Computed properties:
**Multiplicity**: 1
**Relative energy (zero: lowest compared OMol25 entry of this formula, charge and spin)**: 6.6584 eV
**Electronic energy**: -343.31946 Ha
**Charge**: +1